# 1
# C24H72O23

A cluster of 12 separate species, C24H72O23 in total (ωB97M-V/def2-TZVPD, the Open Molecules 2025 dataset).

## Properties
**SMILES**: OCCO.OCCO.OCCO.OCCO.OCCO.OCCO.OCCO.OCCO.OCCO.OCCO.OCCO.CCO
**HOMO energy**: -9.230 eV
**Energy above the lowest of the compared OMol25 structures with the same formula, charge and spin**: 0.0 kJ/mol
**Charge**: 0
**LUMO energy**: 0.44 eV

CARTESIAN COORDINATES (ANGSTROEM)
O 7.68140 11.72100 12.90003
C 8.25504 10.95648 11.84515
C 7.64270 11.38504 10.55170
O 7.96140 12.72795 10.10869
H 7.30696 11.11624 13.55063
H 9.31250 11.13578 11.67930
H 8.12744 9.85905 11.93032
H 6.54697 11.38984 10.64775
H 7.93097 10.80383 9.65589
H 7.64687 13.30980 10.82340
O 10.66684 10.04210 17.26424
C 11.34877 10.46405 18.46477
C 10.75020 11.75985 19.01212
O 10.75734 12.80668 17.99732
H 10.91934 10.58575 16.51805
H 11.21046 9.67520 19.20662
H 12.36474 10.67870 18.17442
H 11.34348 12.04099 19.90591
H 9.70853 11.53141 19.25066
H 9.94719 13.29062 18.24099
O 13.95459 16.16595 13.55263
C 12.85038 15.65523 12.81664
C 13.43842 14.85153 11.63528
O 12.40401 13.97108 11.13020
H 13.64130 16.60045 14.33385
H 12.21247 14.99018 13.37308
H 12.11523 16.42371 12.50181
H 14.20825 14.21943 12.10621
H 13.91845 15.36565 10.85046
H 11.95685 14.38507 10.38321
O 12.69624 16.28341 16.14356
C 11.68463 17.04670 16.84439
C 12.24287 18.10271 17.78621
O 12.97187 17.41863 18.77807
H 12.28252 15.40528 15.92426
H 10.96418 17.42792 16.14345
H 11.13699 16.30081 17.47495
H 11.44490 18.76046 18.17426
H 12.83099 18.79031 17.19724
H 13.46593 18.08658 19.30344
O 16.07676 14.30868 14.14353
C 16.68150 14.76002 15.40000
C 17.45627 13.64602 15.97142
O 16.64564 12.52343 16.32030
H 15.37502 14.89098 13.83664
H 17.29556 15.66456 15.18922
H 15.83058 14.95293 16.09089
H 17.94010 13.90971 16.93768
H 18.21755 13.29236 15.25877
H 16.06874 12.25057 15.55467
O 7.05322 10.64136 15.56551
C 7.71095 11.90881 15.87219
C 7.29369 12.44329 17.19807
O 7.78152 13.63554 17.66136
H 7.61468 9.93211 15.91623
H 8.82077 11.90803 15.74121
H 7.27830 12.64813 15.19470
H 7.61662 11.63042 17.81632
H 6.16720 12.51373 17.25760
H 7.85034 14.21833 16.88641
O 11.39408 11.29844 10.69401
C 11.83396 11.44001 9.34153
C 10.74837 12.18271 8.56558
O 10.55881 13.53523 9.03212
H 11.58932 12.11615 11.17498
H 12.82288 11.87464 9.23952
H 11.89761 10.40484 8.95205
H 9.81954 11.62994 8.62037
H 10.97125 12.26518 7.52336
H 9.60663 13.56004 9.17985
O 7.55939 14.56992 12.28242
C 8.82777 15.22157 12.47260
C 9.34334 15.03213 13.93981
O 8.22501 15.15825 14.90239
H 7.62239 13.65448 12.62016
H 9.60772 14.80865 11.78265
H 8.60630 16.26038 12.32817
H 10.12931 15.71908 14.23853
H 9.73578 14.02040 13.96751
H 7.49043 15.27003 14.31662
O 11.77756 13.92282 15.60987
C 12.97690 13.17546 15.26391
C 12.69303 12.18388 14.18347
O 11.97070 11.09553 14.80992
H 11.37688 13.47238 16.39205
H 13.71724 13.92261 14.93547
H 13.36919 12.64920 16.14887
H 13.63754 11.89602 13.72850
H 12.13720 12.62173 13.42865
H 11.77258 10.53925 14.05530
O 11.29317 8.18095 10.06320
C 10.70421 7.42214 11.14011
C 11.30070 7.94032 12.43374
O 10.94447 9.29530 12.56098
H 10.67216 8.12100 9.32923
H 9.62204 7.53626 11.05689
H 10.87136 6.37302 10.97304
H 12.37884 7.79365 12.36946
H 10.86578 7.50555 13.34153
H 11.28820 9.75282 11.77938
O 13.74326 12.49452 19.98627
C 14.12419 13.88522 19.87868
C 14.60648 14.18514 18.45777
O 15.11306 15.45715 18.36431
H 14.50988 11.95471 20.03992
H 13.16301 14.37915 20.05254
H 14.84720 14.12586 20.65838
H 13.75327 13.98896 17.86679
H 15.34665 13.49306 18.11991
H 14.43147 16.06544 18.06831
C 17.86005 11.76584 12.44752
C 16.35767 11.35086 12.42861
O 15.81638 11.05229 13.74706
H 18.22399 11.87386 11.39379
H 18.49763 10.95530 12.97223
H 17.94419 12.70604 12.92148
H 16.22995 10.43859 11.82470
H 15.75583 12.15367 11.99829
H 15.99300 10.11336 13.93382

Atoms 1-3, force components in eV/Å:
0.4 -0.2 -0.3
0.3 -0.3 -1.1
-1.2 0.8 -1.8



# 2
# C15H15N5O4

A cluster of 2 separate species, C15H15N5O4 in total (ωB97M-V/def2-TZVPD, the Open Molecules 2025 dataset).

## Properties
**SMILES**: O=[N+]([O-])c1cnc2no[n+]([O-])c2c1.c1ccc([C@H]2CCCN2)cc1
**HOMO energy**: -8.787 eV
**Energy above the lowest of the compared OMol25 structures with the same formula, charge and spin**: 809.1 kJ/mol
**Charge**: 0
**LUMO energy**: -2.24 eV

CARTESIAN COORDINATES (ANGSTROEM)
O 0.32671 -1.51315 2.03856
N 1.43786 -0.99927 2.30683
O 1.87656 -0.96434 3.48021
C 2.26905 -0.47146 1.26376
C 3.67579 -0.48258 1.56400
N 4.60337 -0.66975 0.63984
C 4.21510 -0.71455 -0.63185
N 4.96930 -1.17686 -1.67104
O 4.08731 -1.26682 -2.74417
N 2.77200 -0.84552 -2.35565
O 1.86498 -0.85634 -3.16744
C 2.83381 -0.50198 -1.01225
C 1.82151 -0.42349 -0.06400
H 3.97363 -0.44537 2.61801
H 0.77904 -0.48209 -0.34509
C -2.19519 -2.66183 -1.58988
C -2.35258 -1.62324 -2.51198
C -2.18230 -0.29816 -2.10604
C -1.83493 -0.01377 -0.78021
C -1.53022 1.39862 -0.33491
C -2.65029 2.06866 0.50620
C -1.92005 2.83515 1.62326
C -0.48545 2.27985 1.64712
N -0.33970 1.38902 0.50277
C -1.76776 -1.04889 0.15442
C -1.90641 -2.37501 -0.25165
H -2.28093 -3.69824 -1.91721
H -2.59751 -1.83813 -3.56007
H -2.29496 0.54398 -2.79779
H -1.38208 2.00575 -1.24955
H -3.28080 2.68893 -0.13872
H -3.29010 1.30554 0.96806
H -1.91888 3.91363 1.44623
H -2.41674 2.65025 2.58051
H 0.28353 3.06801 1.65742
H -0.35656 1.68326 2.56163
H 0.52624 1.51158 -0.00848
H -1.55995 -0.80596 1.20041
H -1.77236 -3.16542 0.47877

Atoms 1-3, force components in eV/Å:
2.6 1.1 0.0
-2.4 -0.7 2.6
-0.5 0.2 -2.2



# 3
# C3H7NSi

An isolated molecule of C3H7NSi (ωB97M-V/def2-TZVPD, the Open Molecules 2025 dataset).

## Properties
**SMILES**: C[Si]1(C)C=N1
**HOMO energy**: -7.708 eV
**Energy above the lowest of the compared OMol25 structures with the same formula, charge and spin**: 101.8 kJ/mol
**Charge**: 0
**LUMO energy**: 0.69 eV

CARTESIAN COORDINATES (ANGSTROEM)
C 1.31184 0.35254 -0.99070
Si -0.42683 -0.15140 -0.43949
C -1.02964 0.45304 1.24941
C -1.09360 -1.94364 -1.03988
N -1.62322 -0.88920 -1.58457
H 1.99106 -0.49190 -0.95801
H 1.32121 0.73510 -2.00562
H 1.70506 1.12485 -0.33928
H -0.80654 1.50713 1.38660
H -2.10379 0.33246 1.33533
H -0.55516 -0.08395 2.06372
H -1.35162 -2.95875 -1.28738

Atoms 1-3, force components in eV/Å:
-0.6 0.0 0.1
-0.7 -3.4 -0.3
0.2 0.1 -0.7



# 4
# C24H32N4O4PdS2

A structure of composition C24H32N4O4PdS2 (ωB97M-V/def2-TZVPD, the Open Molecules 2025 dataset).

## Properties
**2S+1**: 5
**HOMO energy (alpha / beta)**: -19.695 / -19.649 eV
**Charge**: +4
**Expectation value of S²**: 6.046
**LUMO energy (alpha / beta)**: -11.48 / -14.78 eV

CARTESIAN COORDINATES (ANGSTROEM)
Pd -0.17434 -0.41286 -0.82435
C -4.13947 2.37378 -1.08163
N -3.35302 2.38825 0.16001
C -3.84799 3.28783 1.21934
C -2.29948 1.62142 0.30889
O -1.86942 0.88952 -0.63124
C -1.57074 1.62271 1.64799
O -0.82219 0.43489 1.81696
C -1.52260 -0.61248 2.46518
C -1.66913 -1.83244 1.56141
O -1.04971 -1.88362 0.45625
N -2.42684 -2.82491 1.96294
C -3.07298 -2.90103 3.28287
C -2.63751 -4.01467 1.12828
H -3.93580 3.27492 -1.65957
H -5.19424 2.36054 -0.81541
H -3.90182 1.48724 -1.65872
H -4.42271 4.07482 0.73922
H -3.02805 3.75893 1.75502
H -4.49924 2.75158 1.90915
H -2.27337 1.75688 2.47056
H -0.87905 2.46764 1.67465
H -2.51233 -0.27627 2.77814
H -0.97572 -0.89987 3.36693
H -2.98758 -1.97196 3.83468
H -2.60879 -3.69941 3.86056
H -4.12737 -3.12973 3.14243
H -2.28097 -3.82711 0.12244
H -3.70407 -4.22851 1.10122
H -2.12011 -4.86682 1.56890
C -0.72840 2.65437 -3.09314
C -0.18627 1.39381 -3.65065
N 0.11728 0.31243 -2.99159
C 0.58871 -0.67764 -3.83767
C 0.62346 -0.30457 -5.18887
S 0.08127 1.25891 -5.38089
C 0.97074 -1.92133 -3.29952
C 1.44366 -3.03307 -4.01288
S 1.76359 -4.30100 -2.98020
C 1.25059 -3.33446 -1.61020
N 0.87374 -2.13005 -1.93562
C 1.25122 -3.92403 -0.25066
H -0.75855 2.60047 -2.00969
H -1.74162 2.81411 -3.47082
H -0.12769 3.50473 -3.42095
H 0.94190 -0.90113 -6.03220
H 1.60132 -3.11674 -5.07900
H 2.07383 -4.62712 -0.12483
H 0.31688 -4.47188 -0.10249
H 1.30255 -3.13978 0.49941
C 2.26194 -0.60929 1.77184
C 2.51549 0.43893 0.74388
O 1.80338 0.59162 -0.24310
C 3.71036 1.34990 0.91787
C 4.53158 1.27013 2.01525
C 5.66708 2.16785 2.15477
C 5.93406 3.15406 1.19799
C 5.11760 3.23522 0.10045
C 3.99757 2.34355 -0.03699
H 1.39428 -1.19887 1.48688
H 2.06772 -0.14853 2.74346
H 3.13673 -1.25416 1.88409
H 4.37021 0.54922 2.80606
H 6.31673 2.04639 3.01430
H 6.77941 3.81823 1.32368
H 5.29823 3.96824 -0.67567
H 3.34612 2.45222 -0.89542

Atoms 1-3, force components in eV/Å:
0.0 -0.2 -0.4
0.0 0.0 0.1
-0.1 0.0 0.0



What did we get for total energy? Answer: -2687.978104 -1155.034572 -462.698361 -2376.467723 hartree, in the order shown.